Here is 18 unconnected molecules or ions with the total composition C72H198N18O18 at a distorted geometry from OMol25. Energies are from ωB97M-V with the def2-TZVPD basis set.

Last column: Mulliken charge in e.
Cartesian coordinates (Å):
C1 2.3061 -9.3789 0.1727  -0.714
C2 2.0877 -10.1694 -1.0591  0.429
C3 2.1232 -9.3191 -2.2932  -0.640
O1 1.1247 -8.3213 -2.1903  -0.194
C4 0.8196 -7.6759 -3.4461  -0.830
N1 3.0098 -11.3017 -1.1052  -0.699
H1 1.5502 -8.6064 0.3077  -0.096
H2 3.3174 -8.9175 0.0893  0.168
H3 2.2796 -10.0527 1.0557  0.449
H4 1.0247 -10.5486 -1.0335  0.196
H5 1.8877 -9.9805 -3.1401  0.426
H6 3.1417 -8.9427 -2.4447  0.220
H7 1.7162 -7.3011 -3.8722  0.462
H8 0.0789 -6.8852 -3.2291  -0.043
H9 0.3534 -8.3625 -4.1332  0.474
H10 2.8633 -11.8990 -1.9035  0.288
H11 3.9677 -10.9788 -1.1573  0.255
C5 -5.2407 0.3883 3.3187  -0.060
C6 -6.6051 1.0799 3.1074  0.503
C7 -6.6125 1.9502 1.8861  -1.251
O2 -5.6482 2.9203 1.9691  -0.007
C8 -5.5523 3.7765 0.8734  -0.495
N2 -7.5872 0.1094 2.7793  -0.607
H12 -4.9815 -0.0535 2.3808  -0.488
H13 -5.3498 -0.4025 4.0430  0.291
H14 -4.5069 1.0974 3.6280  -0.143
H15 -6.8575 1.7733 3.9367  0.301
H16 -7.6324 2.4511 1.6816  0.447
H17 -6.3811 1.3370 1.0044  0.364
H18 -4.7874 4.5026 1.0681  -0.125
H19 -6.5433 4.2710 0.7767  0.342
H20 -5.5003 3.1477 -0.0144  0.243
H21 -7.6711 -0.4612 3.6112  0.269
H22 -8.5407 0.4940 2.6408  0.259
C9 5.0000 -5.2757 3.7790  -1.499
C10 5.3729 -4.6172 2.4414  0.770
C11 4.2782 -3.6423 2.1368  -0.181
O3 4.5035 -2.9618 0.9657  -0.273
C12 3.4835 -2.0577 0.7468  -0.457
N3 6.6105 -3.8897 2.4891  -0.706
H23 5.8646 -5.8877 4.1160  0.412
H24 4.2036 -5.9883 3.6183  0.267
H25 4.7986 -4.5555 4.5806  0.378
H26 5.3136 -5.3635 1.6603  0.191
H27 4.2349 -2.9507 3.0147  0.243
H28 3.2643 -4.1468 2.0360  -0.207
H29 3.6621 -1.5317 -0.1367  -0.279
H30 3.4052 -1.2972 1.5727  0.530
H31 2.4913 -2.5505 0.7996  0.222
H32 6.7878 -3.3783 1.6462  0.184
H33 7.4209 -4.4486 2.6700  0.267
C13 1.3467 0.1984 7.9956  -1.315
C14 0.1921 1.0617 8.4983  0.202
C15 0.7330 2.2880 9.3084  -0.753
O4 1.3359 3.2809 8.4184  -0.270
C16 2.1956 4.1738 9.0887  -0.905
N4 -0.7078 1.5340 7.4928  -0.270
H34 2.1842 0.2603 8.6867  0.393
H35 1.6857 0.4705 6.9786  0.082
H36 1.0686 -0.8490 8.0469  0.397
H37 -0.3085 0.3821 9.2451  0.301
H38 1.4555 1.9094 10.0400  0.563
H39 -0.0857 2.7725 9.8613  0.324
H40 2.8395 3.6180 9.7570  0.330
H41 1.6661 4.8281 9.7972  0.324
H42 2.6175 4.7026 8.2554  0.268
H43 -0.4633 2.4546 7.1663  0.158
H44 -1.6583 1.5480 7.8525  0.198
C17 -4.5446 -3.1098 4.8130  -1.543
C18 -3.2200 -3.4463 4.1952  0.651
C19 -2.6257 -2.2220 3.4646  0.701
O5 -2.2666 -1.1801 4.3749  -0.338
C20 -1.5456 -0.1631 3.6838  0.198
N5 -2.3037 -4.0533 5.1475  -0.710
H45 -4.9206 -3.9860 5.3461  0.499
H46 -5.2642 -2.9137 4.0001  0.265
H47 -4.5239 -2.2052 5.4563  0.192
H48 -3.5361 -4.1817 3.4606  0.077
H49 -3.2346 -1.8693 2.6701  -0.546
H50 -1.7363 -2.5942 2.8801  -0.082
H51 -0.6095 -0.5847 3.3300  0.533
H52 -1.5479 0.7358 4.2966  0.022
H53 -2.0746 0.1787 2.7712  -0.329
H54 -2.1769 -3.3819 5.8833  0.363
H55 -1.3423 -4.1220 4.7799  0.255
C21 3.8593 -4.1825 -4.0505  -1.666
C22 2.9064 -4.7492 -3.0863  0.902
C23 3.2940 -4.3018 -1.6805  -0.556
O6 2.3448 -4.7023 -0.7100  1.752
C24 2.5862 -6.0374 -0.2359  -1.073
N6 1.5383 -4.3936 -3.5658  -0.195
H56 3.9574 -3.1352 -3.8135  -0.027
H57 3.6069 -4.3411 -5.0780  0.458
H58 4.8606 -4.5676 -3.8210  0.451
H59 2.9302 -5.8207 -3.1152  -0.106
H60 3.2954 -3.2190 -1.6378  -0.963
H61 4.2682 -4.6840 -1.3184  0.622
H62 3.6025 -6.0802 0.2038  0.190
H63 2.5336 -6.8318 -1.0412  0.387
H64 1.7619 -6.1968 0.5094  -0.169
H65 0.7959 -4.7492 -2.9645  -0.101
H66 1.4570 -3.4131 -3.6625  -0.156
C25 2.6922 -0.2409 -5.3645  -1.975
C26 1.8535 -0.0687 -4.1040  0.992
C27 2.8133 0.1786 -2.9311  0.656
O7 3.6018 -0.9528 -2.6648  0.465
C28 4.8632 -0.5884 -2.1169  -0.683
N7 0.8528 0.9595 -4.2839  0.268
H67 2.0649 -0.6260 -6.1210  0.554
H68 3.5295 -0.9029 -5.1032  0.263
H69 2.9877 0.7474 -5.7789  0.347
H70 1.4285 -1.0746 -3.9200  -0.549
H71 2.3351 0.5311 -2.0049  -0.295
H72 3.5030 1.0252 -3.2158  -0.227
H73 5.4208 -1.5290 -2.0777  0.271
H74 4.7903 -0.0869 -1.1278  0.200
H75 5.3972 0.0920 -2.8133  -0.079
H76 0.3416 0.7347 -5.1016  0.270
H77 0.1324 0.8639 -3.5223  -0.477
C29 1.6408 7.3175 -0.0304  -1.617
C30 2.5924 6.2634 0.5924  0.837
C31 2.6166 6.3658 2.1473  -0.408
O8 3.4789 7.3864 2.5893  -0.462
C32 4.7999 7.0198 2.7640  -0.543
N8 2.1474 4.8872 0.2089  0.245
H78 0.6132 6.9352 0.0652  0.314
H79 1.8584 7.4372 -1.0859  0.274
H80 1.6580 8.2775 0.4723  0.411
H81 3.5792 6.4604 0.2617  0.819
H82 2.8826 5.3780 2.4771  0.258
H83 1.6223 6.5700 2.5191  -0.006
H84 5.0071 6.2569 3.5557  0.242
H85 5.3067 7.9611 3.0742  0.255
H86 5.2259 6.6242 1.8184  0.187
H87 2.9504 4.2343 0.2559  -0.911
H88 1.9884 4.9807 -0.8000  -0.562
C33 -4.6554 8.1873 2.4898  -1.469
C34 -3.5405 7.7581 1.5113  0.200
C35 -2.6275 6.8555 2.2620  0.087
O9 -1.7612 6.3042 1.2658  -0.128
C36 -1.0047 5.2173 1.8233  0.780
N9 -4.0814 7.1122 0.3582  -0.405
H89 -5.0457 7.2480 2.8777  0.266
H90 -5.4363 8.7632 2.0351  0.393
H91 -4.1835 8.6620 3.3372  0.389
H92 -2.9126 8.6295 1.2051  0.323
H93 -3.1857 6.0334 2.7121  -0.485
H94 -2.0765 7.4035 3.0628  0.433
H95 -0.1773 5.2024 1.1463  -0.591
H96 -1.6189 4.3327 1.7334  -0.373
H97 -0.7701 5.4582 2.8713  0.416
H98 -3.3513 6.7431 -0.1989  0.084
H99 -4.7068 7.6916 -0.1636  0.256
C37 -2.8075 3.5901 4.1347  -1.662
C38 -3.8444 3.6262 5.2309  1.102
C39 -3.3761 4.4745 6.3646  -1.302
O10 -2.0840 4.1250 6.8342  -0.017
C40 -1.7169 5.1582 7.7910  -0.762
N10 -5.0726 4.3004 4.7503  -0.558
H100 -2.6021 4.6293 4.0787  0.574
H101 -3.1591 3.1918 3.1952  0.536
H102 -1.9023 3.0683 4.4859  0.181
H103 -3.9506 2.5590 5.5803  0.266
H104 -4.1465 4.5106 7.1537  0.420
H105 -3.3052 5.5028 5.9553  0.376
H106 -0.7398 5.0184 8.2752  -0.016
H107 -2.4292 5.2619 8.6312  0.381
H108 -1.7247 6.1622 7.3485  0.360
H109 -5.8416 4.0291 5.3515  0.400
H110 -5.2666 3.7864 3.8852  -0.230
C41 -4.5580 -4.1010 -7.4394  -1.743
C42 -3.2471 -3.8554 -6.7270  1.718
C43 -3.6007 -4.0293 -5.2124  -1.071
O11 -2.4524 -3.7029 -4.3780  0.226
C44 -2.2030 -4.6387 -3.3478  -0.515
N11 -2.0941 -4.6585 -7.0900  -0.666
H111 -4.9062 -5.1232 -7.3844  0.441
H112 -4.4962 -3.7760 -8.4615  0.412
H113 -5.3398 -3.4729 -7.0138  0.414
H114 -3.0388 -2.8056 -6.9505  -0.793
H115 -3.8354 -5.1111 -5.1511  0.343
H116 -4.4914 -3.4137 -4.9273  0.184
H117 -2.9249 -4.5899 -2.5098  0.295
H118 -1.2428 -4.4181 -2.8807  -0.340
H119 -2.0671 -5.6574 -3.7175  0.554
H120 -1.2402 -4.5035 -6.5778  0.287
H121 -2.4049 -5.5816 -6.9063  0.312
C45 -4.1439 0.6979 -1.3953  -0.625
C46 -3.5505 -0.7251 -1.2264  2.018
C47 -4.4902 -1.5899 -0.4352  -0.090
O12 -4.0235 -2.9022 -0.2681  -0.005
C48 -4.6681 -3.6747 0.6748  0.153
N12 -3.1579 -1.2826 -2.5227  1.170
H122 -4.8343 1.0364 -0.5835  -0.658
H123 -4.7616 0.6282 -2.3004  0.524
H124 -3.4163 1.4433 -1.5910  -0.017
H125 -2.6322 -0.6103 -0.6973  -1.164
H126 -5.4090 -1.6175 -1.0711  0.205
H127 -4.6471 -1.0929 0.5198  -0.649
H128 -5.7385 -3.7781 0.4613  0.413
H129 -4.7402 -3.0794 1.5530  -0.203
H130 -4.1665 -4.6564 0.8402  -0.469
H131 -4.0147 -1.3958 -3.0770  0.299
H132 -2.7331 -2.1837 -2.4041  -1.032
C49 -1.2673 1.8991 -0.1626  0.337
C50 0.0661 1.4076 0.3960  -0.176
C51 0.1917 -0.1132 0.3428  0.187
O13 -0.2057 -0.5648 -0.9523  0.808
C52 -0.1809 -1.9894 -1.0062  -0.142
N13 1.2151 1.9219 -0.3083  2.046
H133 -1.3328 2.9799 -0.1114  -0.690
H134 -2.1301 1.5153 0.4441  0.143
H135 -1.2589 1.5648 -1.2051  -0.392
H136 0.2348 1.7235 1.4414  0.823
H137 -0.5596 -0.6159 1.0368  -0.519
H138 1.2163 -0.4671 0.6001  -0.773
H139 -0.9017 -2.4190 -0.3265  -0.135
H140 0.8000 -2.4269 -0.7196  -0.082
H141 -0.4553 -2.2090 -2.0290  0.090
H142 1.0299 2.0202 -1.2897  -1.378
H143 1.3899 2.8888 -0.0840  0.398
C53 6.1811 2.6268 1.5513  -1.716
C54 4.9471 1.8296 1.1433  0.659
C55 3.9944 1.6767 2.3349  -0.060
O14 4.4878 0.6620 3.2052  -0.456
C56 3.8424 0.7875 4.4945  -0.941
N14 4.1911 2.5434 0.1147  0.764
H144 6.9059 2.9170 0.7694  0.378
H145 6.8419 2.1846 2.3096  0.360
H146 5.8281 3.5197 2.0422  0.252
H147 5.2568 0.8082 0.9406  -0.129
H148 3.0341 1.3702 1.8986  -0.152
H149 3.8382 2.6220 2.8472  0.606
H150 4.2075 1.6547 5.0460  0.400
H151 4.0350 -0.0811 5.0887  0.449
H152 2.7588 0.9585 4.3115  0.265
H153 4.7340 2.4793 -0.7654  -0.030
H154 3.3402 2.0563 -0.0809  -0.597
C57 -3.5133 1.4767 -6.0736  -1.743
C58 -2.7567 0.2595 -6.5675  1.090
C59 -1.8198 0.5757 -7.8084  -0.559
O15 -2.5135 0.6225 -9.0153  -0.428
C60 -2.6080 -0.5752 -9.6710  -0.580
N15 -1.9570 -0.3834 -5.5467  0.549
H155 -4.3300 1.3056 -5.3706  0.251
H156 -3.9459 1.9118 -6.9907  0.485
H157 -2.8997 2.2879 -5.6814  0.244
H158 -3.5671 -0.3731 -6.9721  -0.056
H159 -1.0084 -0.2106 -7.8415  0.378
H160 -1.3681 1.5782 -7.7047  0.263
H161 -1.6064 -1.0159 -9.8167  0.301
H162 -3.0537 -0.3996 -10.6408  0.305
H163 -3.1412 -1.2879 -9.0650  0.139
H164 -2.3600 -0.5776 -4.6670  -0.514
H165 -1.6425 -1.1934 -6.0364  0.026
C61 0.6463 5.0939 -4.8040  -1.735
C62 0.7343 4.9227 -3.2931  0.928
C63 -0.6066 4.3728 -2.7206  0.964
O16 -1.6836 5.1830 -3.0830  -0.595
C64 -2.9088 4.7670 -2.4137  0.040
N16 1.7641 4.1010 -2.7536  0.805
H166 -0.1990 5.6322 -5.1833  0.329
H167 0.6069 4.0931 -5.2208  0.266
H168 1.5715 5.4927 -5.1229  0.486
H169 0.8844 5.9022 -2.8071  0.044
H170 -0.5034 4.2399 -1.6121  -0.579
H171 -0.6318 3.3293 -3.1515  -0.104
H172 -3.7405 5.3821 -2.8131  0.437
H173 -2.7925 4.8922 -1.2968  -0.293
H174 -3.0682 3.7060 -2.6236  0.014
H175 1.4816 3.1288 -2.9525  -0.914
H176 2.7109 4.1819 -3.2026  -0.458
C65 -2.5304 -6.6553 -0.1521  -2.187
C66 -1.4225 -5.5817 0.0457  1.549
C67 -1.0305 -5.5638 1.5019  -0.372
O17 -0.5126 -6.8585 1.8314  -0.338
C68 -0.1988 -7.0169 3.2030  -0.801
N17 -0.4809 -5.7730 -0.9788  1.398
H177 -2.1136 -7.5968 0.1131  0.372
H178 -2.8828 -6.6449 -1.1697  0.438
H179 -3.3526 -6.3323 0.4619  0.579
H180 -1.8412 -4.5771 -0.1232  -0.771
H181 -1.8981 -5.3301 2.1525  0.266
H182 -0.2226 -4.8431 1.7110  0.190
H183 0.8090 -6.6419 3.2979  0.179
H184 -0.0421 -8.1571 3.3901  0.211
H185 -0.9522 -6.5523 3.8224  0.373
H186 -0.1513 -6.7252 -0.8129  0.157
H187 0.3515 -5.2199 -0.8335  -1.147
C69 6.1466 2.0202 -5.0827  -1.141
C70 5.5218 3.4175 -5.2628  0.865
C71 5.8477 4.3375 -4.0436  -1.095
O18 5.1266 3.9506 -2.8957  0.081
C72 5.1029 4.9538 -1.9164  -0.197
N18 6.2563 4.0225 -6.4250  -0.676
H188 7.1938 2.2638 -4.9867  0.546
H189 6.0320 1.4998 -6.0264  0.489
H190 5.7707 1.5533 -4.1494  -0.259
H191 4.4277 3.3404 -5.3822  0.091
H192 5.5412 5.2896 -4.3898  0.477
H193 6.9524 4.3183 -3.9019  0.177
H194 4.4302 4.4776 -1.2062  -0.539
H195 4.5809 5.7957 -2.3656  0.471
H196 6.0937 5.2541 -1.5593  0.440
H197 5.8065 4.8893 -6.6888  0.236
H198 6.4178 3.4136 -7.2027  0.236

- molecular weight (g mol⁻¹) = 1604.48
- HOMO (eV) = -8.76
- energy (eV) = -141540.9219
- HOMO-LUMO gap (eV) = 9.326
- lowest unoccupied orbital energy (hartree) = 0.0209